Entry 1:
Here is a structure of composition C2H5N2O6S3 in a non-equilibrium geometry from the OMol25 dataset. Energies are from ωB97M-V/def2-TZVPD.

```
18
Properties=species:S:1:pos:R:3:forces:R:3:mulliken_spin:R:1
S -2.32378 0.02505 -0.26380 -1.2 1.0 -1.1 0.00
S 1.40325 1.08727 0.14984 0.9 2.5 3.3 0.00
S 3.15074 -0.79318 -0.89897 3.1 -2.3 -2.5 1.49
O 2.71436 1.74287 0.22146 -0.3 -0.5 -0.6 -0.02
O -3.77337 0.14427 -0.13020 1.9 -0.1 0.4 0.00
O 0.63900 1.54607 -1.02996 0.5 -1.2 -0.8 0.00
O -1.81838 -0.69261 -1.42100 -1.0 0.2 0.4 0.00
O 0.64855 1.35212 1.34715 -0.4 -0.4 0.3 0.02
O -1.66629 1.45038 -0.24421 -1.6 -1.3 0.2 0.00
N -0.38687 -1.16452 1.21345 -2.0 0.2 -0.4 -0.01
N 1.72015 -0.64274 0.20507 -2.9 2.5 0.3 0.46
C -1.59792 -0.75743 1.18439 0.5 -1.0 2.3 0.03
C 0.37332 -1.22214 -0.00323 1.0 -1.4 -1.9 0.08
H -0.70954 1.43514 -0.66223 0.1 0.3 0.0 0.00
H 3.44830 0.50643 -0.64791 -0.2 -0.1 0.3 -0.03
H -2.19937 -0.93560 2.17473 0.8 0.9 -2.2 0.00
H 0.36875 -2.37262 -0.21795 0.7 1.9 0.1 0.01
H 0.00909 -0.70877 -0.97663 0.3 -1.1 2.0 -0.03
```
Forces are in eV/Å.

Total charge ... -1
HOMO level (spin up / spin down) ... -2.207 / -6.594 eV
Multiplicity ... 3
Gap between HOMO and LUMO (spin up / spin down) ... 0.1931 / 0.2830 hartree

Entry 2:
Here is a cluster of 2 separate species, C5H8 in total in a non-equilibrium geometry from the OMol25 dataset. Energies are from ωB97M-V/def2-TZVPD.

```
13
Properties=species:S:1:pos:R:3:forces:R:3:mulliken_charge:R:1
C -1.63073 -0.49524 -0.45104 1.3 1.3 2.4 -0.93
C 2.10585 0.47135 0.34512 0.6 1.8 2.3 -0.19
C 2.07442 -0.42373 -0.52972 -0.2 -2.6 -3.7 -0.37
C -0.08397 1.04886 0.63895 -1.2 -1.7 7.7 -1.19
C -1.06206 0.16497 0.84174 0.6 -0.4 -3.7 0.20
H -2.41132 -1.10046 -0.10893 -1.4 -1.1 -0.5 0.34
H -0.79213 -1.04231 -0.83843 0.2 -0.8 -0.3 0.16
H 3.10928 -0.75172 -0.76044 -0.4 0.1 0.2 0.28
H -1.29978 -0.27865 1.78434 0.1 0.0 0.5 0.35
H 0.39143 1.31050 1.61684 -0.3 0.5 -1.1 0.28
H -1.85435 0.26559 -1.15972 -0.7 0.4 -0.6 0.32
H 1.29560 -0.76976 -1.24725 0.6 0.2 0.9 0.21
H 0.15777 1.60062 -0.13148 0.9 2.3 -4.2 0.55
```
Forces are in eV/Å.

Energy relative to the best compared isomer or geometry (same formula, charge and spin) ... 522.78 kJ/mol
HOMO level ... -9.349 eV
Gap between HOMO and LUMO ... 0.3423 hartree

Entry 3:
Here is a structure of composition C16H17I2N3O3Rh in a non-equilibrium geometry from the OMol25 dataset. Energies are from ωB97M-V/def2-TZVPD.

```
42
Properties=species:S:1:pos:R:3:forces:R:3:mulliken_charge:R:1
I -3.90340 -2.02261 -1.67340 0.0 0.0 0.0 0.06
I -5.08448 -2.13454 4.20358 -0.1 0.0 0.1 0.15
Rh 0.18387 -0.15106 -0.54668 1.5 -1.8 0.9 0.69
O -0.82658 1.48224 -0.41303 0.2 0.8 0.2 -0.57
O -0.99394 -1.66824 -0.42983 -1.1 0.1 -0.2 -0.89
O -0.88455 3.41006 -1.51408 -0.1 0.1 0.0 -0.54
N -0.05453 -0.40014 -2.54455 -0.1 0.0 -0.6 -0.22
N 0.35925 -0.09046 1.52526 -0.2 0.3 -0.1 -0.05
N 2.23535 0.46919 -0.35676 -0.2 1.3 -0.7 0.00
C -1.89867 -1.76245 0.56525 0.1 -0.1 -0.5 0.73
C -3.25222 -1.94468 0.29866 -0.2 -0.1 0.0 -0.21
C -0.53071 0.73889 -3.37686 0.0 -0.1 -0.1 -0.69
C 3.84948 1.34066 1.15539 0.0 -0.1 0.1 -0.92
C -1.66282 1.45839 -2.66825 0.0 0.0 -0.1 -0.16
C -1.09362 2.23100 -1.50740 0.1 -0.3 0.5 0.50
C 1.66832 0.42357 1.99569 -0.1 0.0 0.3 -0.66
C -1.46987 -1.67751 1.88076 0.0 0.1 0.5 0.47
C 4.25967 1.41285 -1.19809 0.1 0.0 0.0 -0.89
C -4.16565 -2.06378 1.33386 0.1 0.0 0.0 -0.32
C 3.03892 0.81517 -1.38292 -0.1 -0.2 0.1 -0.10
C 2.62471 0.74507 0.88903 0.0 0.0 -0.1 0.64
C -3.72439 -1.98124 2.65047 0.0 0.0 -0.2 -0.31
C -2.38230 -1.77850 2.92485 0.2 0.0 -0.1 -0.94
C 4.67506 1.67697 0.10320 0.0 0.0 0.0 -0.22
C -0.01984 -1.39864 2.13073 0.0 0.0 0.2 -0.84
H 0.16207 -1.37717 3.20634 0.1 0.0 0.0 0.56
H 0.31030 1.41472 -3.53680 0.0 0.0 0.0 0.33
H 1.51200 1.33404 2.57545 0.0 0.0 0.1 0.47
H 4.86927 1.67612 -2.05019 0.0 0.0 0.0 0.42
H 0.62955 -2.15420 1.68301 0.0 -0.1 0.0 0.28
H 5.63029 2.14994 0.28836 0.0 0.0 0.0 0.42
H -2.15134 2.15003 -3.35061 0.0 0.0 0.0 0.40
H -2.39245 0.73419 -2.30232 -0.1 0.0 -0.1 -0.01
H -2.04281 -1.70222 3.95042 0.0 0.0 0.0 0.38
H 0.78393 -0.79231 -2.96408 0.0 -0.1 -0.1 0.30
H 4.13440 1.54795 2.17842 0.0 0.0 0.0 0.42
H -5.21430 -2.21208 1.11731 0.0 0.0 0.0 0.35
H -0.85120 0.37146 -4.35153 0.0 -0.1 0.0 0.41
H -0.76053 -1.14235 -2.53498 0.0 0.0 -0.1 0.34
H -0.36280 0.59310 1.75143 0.0 0.0 0.1 0.36
H 2.67847 0.58457 -2.37621 0.0 0.1 0.0 0.40
H 2.11812 -0.30599 2.67111 0.0 0.0 0.0 0.42
```
Forces are in eV/Å.

Energy relative to the best compared isomer or geometry (same formula, charge and spin) ... 44.82 kJ/mol
Total charge ... +1
HOMO level (spin up / spin down) ... -10.994 / -10.994 eV
Gap between HOMO and LUMO (spin up / spin down) ... 0.2375 / 0.2374 hartree

Ordered E_tot results: -1834.60543, -195.09291, -1715.62456; unit Ha.